(1)
12
Properties=species:S:1:pos:R:3:forces:R:3 method="wB97M-V/def2-TZVPD" relative_energy_kcal_mol=28.9 spin_multiplicity=1 smiles="O=C[C@H]1CN=CO1"
O -2.50948 0.77681 0.31296 0.209 -0.544 -0.077
C -1.77560 -0.15271 0.07998 -0.107 0.310 0.065
C -0.39909 0.09708 -0.49327 0.009 0.207 -0.033
C 0.53440 0.83839 0.50209 -0.128 0.223 0.084
N 1.77221 0.05914 0.49626 -0.100 -0.379 -0.337
C 1.54231 -0.95494 -0.22137 0.223 0.141 0.173
O 0.31423 -1.11401 -0.78854 -0.039 -0.024 0.043
H -2.05625 -1.20732 0.29222 0.049 0.172 -0.041
H -0.52457 0.65614 -1.42683 0.011 -0.034 0.099
H 0.73069 1.86545 0.18759 -0.045 -0.132 0.058
H 0.11431 0.87488 1.51363 0.074 -0.003 -0.131
H 2.25685 -1.73892 -0.45474 -0.158 0.064 0.096



(2)
7
Properties=species:S:1:pos:R:3:forces:R:3 method="wB97M-V/def2-TZVPD" relative_energy_kcal_mol=54.0 spin_multiplicity=1
C -2.45778 0.21304 0.43764 0.236 0.463 -0.261
N -3.38117 0.88224 0.57053 0.212 -0.422 0.052
O 1.16631 -0.70951 -0.26388 -0.473 0.404 1.217
Si 2.31877 0.17911 0.60296 -2.046 -0.980 1.261
H 0.70740 -0.56912 -1.08951 0.512 -0.015 -0.453
H 3.16364 0.28084 -0.49501 1.932 0.624 -2.078
H -1.51718 -0.27660 0.23727 -0.373 -0.074 0.262